w:
C3H13N3O | ωB97M-V with the def2-TZVPD basis set

Properties
**SMILES**: NCCNCN.O
**HOMO energy**: -9.4 eV
**Charge**: 0
**E_LUMO**: 0.949 eV

Structure (XYZ):
```
20
C3H13N3O (ωB97M-V with the def2-TZVPD basis set)
N 2.392 -0.302 -0.555
C 1.816 -0.318 0.776
C 0.710 0.656 0.817
N -0.384 0.410 -0.077
C -1.497 1.334 0.143
N -2.555 1.132 -0.918
H 1.904 -1.063 -1.001
H 3.336 -0.625 -0.419
H 1.561 -1.331 1.056
H 2.607 -0.097 1.544
H 1.020 1.628 0.454
H 0.270 0.588 1.923
H 0.087 0.614 -1.002
H -1.974 1.166 1.084
H -1.151 2.351 0.162
H -3.182 0.413 -0.580
H -2.084 0.771 -1.759
O -0.412 -2.335 -0.169
H -0.822 -3.058 0.289
H -0.621 -1.392 0.035
```

***

x:
C3H13N3O | ωB97M-V with the def2-TZVPD basis set

Properties
**SMILES**: NCCNCN.O
**HOMO energy**: -8.9 eV
**Charge**: 0
**E_LUMO**: 0.836 eV

Structure (XYZ):
```
20
C3H13N3O (ωB97M-V with the def2-TZVPD basis set)
N -0.204 1.691 0.464
C -0.924 0.867 1.460
C -0.451 -0.572 1.616
N -0.303 -1.433 0.432
C 0.522 -0.969 -0.672
N 1.887 -0.851 -0.191
H -0.128 2.622 0.854
H 0.726 1.297 0.397
H -1.986 0.832 1.210
H -0.893 1.388 2.416
H 0.471 -0.626 2.177
H -1.231 -1.073 2.190
H -1.216 -1.666 0.069
H 0.216 0.037 -0.969
H 0.400 -1.687 -1.459
H 2.228 -1.772 0.076
H 2.511 -0.626 -0.968
O -0.385 1.174 -3.218
H -1.309 0.905 -3.130
H 0.067 0.460 -2.755
```

***

y:
C3H13N3O | ωB97M-V with the def2-TZVPD basis set

Properties
**SMILES**: NCNO.C=N.C
**HOMO energy**: -8.8 eV
**Charge**: 0
**E_LUMO**: 0.986 eV

Structure (XYZ):
```
20
C3H13N3O (ωB97M-V with the def2-TZVPD basis set)
N 1.276 -0.031 -0.632
C 1.850 -1.056 0.234
N 1.088 -1.291 1.437
O -0.228 -1.779 1.135
H 1.096 0.834 -0.085
H 1.908 0.191 -1.392
H 1.904 -1.997 -0.324
H 2.863 -0.802 0.588
H 0.912 -0.401 1.900
H -0.150 -2.740 1.189
C -1.222 1.466 0.921
N -0.090 2.037 0.920
H -1.262 0.412 1.163
H -2.182 1.964 0.766
H -0.123 3.042 0.755
C -1.546 0.038 -1.676
H -0.427 -0.002 -1.294
H -1.800 1.049 -1.974
H -2.340 -0.362 -1.057
H -1.528 -0.572 -2.576
```

***

Most stable: x (next structure +0.0090 hartree)

***

w:
C4H6NO | ωB97M-V with the def2-TZVPD basis set

Properties
**HOMO energy (spin up / spin down)**: -11.5 / -15.3 eV
**Charge**: +1
**2S+1**: 3
**<S²>**: 2.01
**E_LUMO (spin up / spin down)**: -3.667 / -8.554 eV

Structure (XYZ):
```
12
C4H6NO (ωB97M-V with the def2-TZVPD basis set)
C 1.710 -0.542 -0.004
C -1.939 -0.960 -0.205
C 0.580 -1.360 0.035
C -0.688 -1.009 0.073
N 1.446 1.073 0.079
O 2.861 -0.719 0.071
H -2.784 -0.852 0.503
H -2.483 -1.080 -1.156
H 0.659 -2.420 0.312
H 1.367 1.384 0.992
H 0.531 1.456 -0.251
H 1.987 1.575 -0.558
```

***

x:
C4H6NO | ωB97M-V with the def2-TZVPD basis set

Properties
**HOMO energy (spin up / spin down)**: -13.6 / -17.0 eV
**Charge**: +1
**2S+1**: 3
**<S²>**: 2.03
**E_LUMO (spin up / spin down)**: -4.097 / -6.193 eV

Structure (XYZ):
```
12
C4H6NO (ωB97M-V with the def2-TZVPD basis set)
C -1.493 -1.400 -0.026
C 2.048 -0.694 -0.045
C 0.739 -0.212 -0.071
C -1.147 0.954 0.156
N -0.589 -0.381 -0.022
O 1.582 0.704 -0.147
H -2.555 -1.120 0.089
H 2.512 -0.731 0.913
H 2.724 -0.941 -0.914
H -1.039 1.294 -0.904
H -0.580 1.688 0.764
H -2.203 0.840 0.208
```

***

Most stable: w (next structure +0.0281 hartree)

***

w:
C44H88O33 | ωB97M-V with the def2-TZVPD basis set

Properties
**SMILES**: CCOC(=O)OC.CCOC(=O)OC.CCOC(=O)OC.CCOC(=O)OC.CCOC(=O)OC.CCOC(=O)OC.CCOC(=O)OC.CCOC(=O)OC.CCOC(=O)OC.CCOC(=O)OC.CCOC(=O)OC
**HOMO energy**: -10.6 eV
**Charge**: 0
**E_LUMO**: 0.493 eV

Structure (XYZ):
```
165
C44H88O33 (ωB97M-V with the def2-TZVPD basis set)
C 7.026 4.040 -5.098
C 5.913 4.571 -4.214
O 5.628 3.634 -3.175
C 4.383 3.592 -2.736
O 3.504 4.332 -3.080
O 4.221 2.620 -1.849
C 2.912 2.170 -1.577
H 6.862 4.355 -6.133
H 7.010 2.959 -5.241
H 8.035 4.352 -4.833
H 5.009 4.614 -4.825
H 6.077 5.557 -3.781
H 2.349 2.713 -0.811
H 2.888 1.144 -1.238
H 2.223 2.274 -2.418
C -1.886 -0.018 3.201
C -3.261 -0.702 3.257
O -4.154 0.039 4.073
C -5.401 -0.397 4.168
O -5.789 -1.430 3.674
O -6.127 0.482 4.826
C -7.528 0.232 4.881
H -1.121 -0.643 2.745
H -1.527 0.260 4.194
H -2.015 0.917 2.655
H -3.144 -1.681 3.727
H -3.649 -0.798 2.243
H -7.778 0.299 5.942
H -7.897 -0.721 4.517
H -8.116 0.996 4.377
C -1.917 5.532 -2.772
C -2.270 4.139 -3.199
O -3.087 4.237 -4.383
C -3.530 3.183 -5.018
O -3.373 2.035 -4.669
O -4.177 3.589 -6.109
C -4.576 2.558 -7.015
H -1.452 5.991 -3.650
H -1.224 5.521 -1.937
H -2.817 6.134 -2.643
H -2.900 3.641 -2.457
H -1.412 3.528 -3.472
H -3.621 2.104 -7.311
H -4.901 2.982 -7.960
H -5.214 1.771 -6.625
C 3.883 4.614 4.135
C 3.553 5.140 5.522
O 3.423 4.031 6.421
C 4.446 3.713 7.184
O 5.440 4.394 7.316
O 4.263 2.537 7.747
C 5.148 2.243 8.840
H 3.926 5.460 3.450
H 3.110 3.947 3.747
H 4.769 3.980 4.200
H 2.547 5.557 5.469
H 4.275 5.866 5.883
H 4.888 1.260 9.221
H 4.928 2.958 9.631
H 6.192 2.291 8.551
C 6.893 0.702 -3.160
C 7.091 -0.671 -2.521
O 5.855 -1.341 -2.400
C 4.958 -0.969 -1.504
O 4.988 -0.006 -0.789
O 3.921 -1.809 -1.636
C 2.728 -1.485 -0.961
H 7.873 1.087 -3.452
H 6.534 1.388 -2.394
H 6.193 0.718 -3.993
H 7.622 -0.581 -1.570
H 7.777 -1.233 -3.155
H 1.946 -1.159 -1.651
H 2.902 -0.667 -0.261
H 2.331 -2.343 -0.424
C -2.802 -0.876 -5.729
C -2.719 -2.364 -6.002
O -3.889 -3.118 -6.091
C -4.599 -3.225 -7.206
O -4.363 -2.616 -8.215
O -5.577 -4.093 -6.932
C -6.503 -4.333 -7.973
H -1.911 -0.399 -6.158
H -2.806 -0.533 -4.699
H -3.522 -0.383 -6.386
H -2.074 -2.772 -5.219
H -2.000 -2.452 -6.822
H -7.094 -5.201 -7.690
H -6.022 -4.499 -8.937
H -7.204 -3.502 -8.084
C -5.803 0.533 -1.247
C -6.861 0.606 -0.150
O -7.187 -0.749 0.148
C -8.032 -1.021 1.122
O -8.412 -0.231 1.953
O -8.523 -2.238 0.940
C -9.447 -2.689 1.936
H -5.461 1.510 -1.582
H -6.245 -0.046 -2.058
H -4.932 -0.004 -0.875
H -7.732 1.173 -0.474
H -6.407 1.074 0.725
H -10.284 -1.989 1.899
H -9.010 -2.637 2.932
H -9.760 -3.692 1.671
C 4.405 -3.217 1.883
C 4.214 -2.875 3.362
O 2.977 -2.318 3.767
C 1.894 -3.038 3.806
O 1.756 -4.195 3.509
O 0.948 -2.298 4.410
C -0.328 -2.864 4.688
H 5.374 -3.674 1.703
H 4.168 -2.350 1.268
H 3.671 -3.982 1.619
H 5.050 -2.293 3.740
H 4.306 -3.809 3.929
H -0.120 -3.802 5.213
H -0.803 -3.182 3.758
H -0.901 -2.184 5.306
C -0.995 0.811 -2.452
C -1.384 0.331 -1.069
O -0.639 0.973 -0.033
C 0.076 0.261 0.834
O 0.245 -0.941 0.802
O 0.591 1.092 1.705
C 1.694 0.811 2.552
H -0.200 0.206 -2.899
H -0.511 1.789 -2.475
H -1.877 0.807 -3.089
H -1.369 -0.754 -0.968
H -2.412 0.612 -0.823
H 2.591 1.416 2.416
H 2.041 -0.172 2.215
H 1.482 0.779 3.615
C 7.154 -0.719 3.763
C 7.068 0.183 4.974
O 5.948 -0.079 5.807
C 4.718 0.203 5.420
O 4.448 0.822 4.427
O 3.862 -0.217 6.368
C 2.469 0.007 6.145
H 8.029 -0.444 3.172
H 6.295 -0.611 3.102
H 7.283 -1.751 4.092
H 6.997 1.229 4.659
H 7.950 0.096 5.604
H 2.063 -0.687 5.411
H 2.239 1.008 5.774
H 2.013 -0.119 7.122
C -3.731 -2.385 -0.985
C -2.968 -3.673 -1.219
O -3.045 -4.024 -2.608
C -2.485 -5.189 -2.947
O -1.992 -5.976 -2.196
O -2.492 -5.229 -4.268
C -1.724 -6.241 -4.884
H -3.409 -1.638 -1.715
H -3.658 -2.053 0.049
H -4.805 -2.393 -1.193
H -3.271 -4.498 -0.577
H -1.910 -3.496 -1.010
H -0.667 -5.982 -4.763
H -1.910 -6.447 -5.933
H -1.803 -7.204 -4.374
```

***

x:
C44H88O33 | ωB97M-V with the def2-TZVPD basis set

Properties
**SMILES**: CCOC(=O)OC.CCOC(=O)OC.CCOC(=O)OC.CCOC(=O)OC.CCOC(=O)OC.CCOC(=O)OC.CCOC(=O)OC.CCOC(=O)OC.CCOC(=O)OC.CCOC(=O)OC.CCOC(=O)OC
**HOMO energy**: -10.4 eV
**Charge**: 0
**E_LUMO**: 0.495 eV

Structure (XYZ):
```
165
C44H88O33 (ωB97M-V with the def2-TZVPD basis set)
C -4.550 -1.855 2.007
C -4.142 -1.986 3.430
O -5.279 -1.694 4.218
C -5.754 -2.470 5.204
O -5.281 -3.495 5.662
O -6.900 -1.887 5.615
C -7.543 -2.455 6.762
H -5.363 -2.505 1.683
H -3.682 -2.111 1.399
H -4.853 -0.834 1.775
H -3.330 -1.331 3.747
H -3.851 -3.028 3.564
H -7.397 -3.534 6.821
H -8.614 -2.249 6.769
H -7.059 -1.941 7.592
C -8.355 2.155 -5.895
C -6.883 2.125 -5.449
O -6.785 1.271 -4.293
C -5.553 0.964 -3.853
O -4.474 1.111 -4.474
O -5.709 0.175 -2.738
C -4.529 -0.245 -2.027
H -8.503 2.519 -6.912
H -8.887 2.914 -5.322
H -8.871 1.195 -5.882
H -6.614 3.130 -5.123
H -6.174 1.897 -6.244
H -4.734 -1.067 -1.341
H -4.190 0.523 -1.332
H -3.676 -0.418 -2.683
C 1.315 0.492 -4.816
C 2.349 -0.569 -4.865
O 1.794 -1.644 -5.625
C 2.593 -2.713 -5.828
O 3.751 -2.866 -5.349
O 1.897 -3.624 -6.539
C 2.481 -4.925 -6.795
H 0.395 0.097 -4.386
H 0.974 0.847 -5.788
H 1.538 1.368 -4.206
H 2.817 -0.901 -3.938
H 3.122 -0.132 -5.498
H 3.434 -4.874 -7.323
H 1.840 -5.677 -7.256
H 2.646 -5.403 -5.830
C 1.631 5.019 3.506
C 1.242 4.119 2.350
O 0.237 4.712 1.516
C 0.505 5.646 0.523
O 1.657 6.035 0.197
O -0.704 6.115 0.095
C -0.759 7.343 -0.708
H 2.428 4.493 4.032
H 0.871 5.299 4.235
H 1.886 5.955 3.009
H 0.684 3.276 2.757
H 2.121 3.704 1.856
H -0.475 8.273 -0.215
H -1.733 7.599 -1.125
H -0.101 7.282 -1.574
C 6.136 -3.591 1.147
C 5.794 -5.089 1.194
O 6.098 -5.519 2.500
C 6.021 -6.784 2.789
O 5.400 -7.613 2.133
O 6.543 -6.964 3.961
C 6.674 -8.235 4.528
H 7.110 -3.291 1.532
H 5.264 -3.027 1.478
H 6.213 -3.307 0.097
H 6.394 -5.592 0.436
H 4.725 -5.252 1.064
H 7.691 -8.571 4.324
H 5.976 -8.979 4.146
H 6.624 -8.137 5.613
C -1.805 1.259 1.468
C -0.980 1.405 0.189
O 0.307 0.745 0.390
C 0.873 0.003 -0.571
O 0.397 -0.217 -1.718
O 2.020 -0.539 -0.039
C 2.842 -1.300 -0.876
H -2.284 0.280 1.438
H -2.571 2.021 1.612
H -1.235 1.327 2.395
H -0.749 2.422 -0.125
H -1.644 1.028 -0.588
H 3.412 -0.819 -1.671
H 2.300 -2.177 -1.229
H 3.574 -1.837 -0.273
C 8.973 -4.452 -1.795
C 8.317 -3.457 -2.707
O 7.691 -2.485 -1.938
C 6.601 -1.871 -2.352
O 5.532 -1.926 -1.732
O 6.903 -1.139 -3.505
C 5.839 -0.499 -4.217
H 9.833 -4.109 -1.219
H 9.216 -5.275 -2.467
H 8.164 -4.903 -1.220
H 7.551 -3.973 -3.286
H 9.111 -3.115 -3.371
H 5.357 0.217 -3.552
H 5.080 -1.249 -4.439
H 6.174 -0.099 -5.174
C -3.130 4.033 3.817
C -3.451 5.237 2.968
O -4.752 5.662 2.958
C -5.347 6.206 4.006
O -4.830 6.497 5.106
O -6.539 6.482 3.605
C -7.434 7.274 4.424
H -2.147 3.588 3.664
H -3.856 3.260 3.566
H -3.419 4.150 4.862
H -3.252 4.967 1.931
H -2.857 6.092 3.290
H -7.509 6.865 5.431
H -8.442 7.244 4.010
H -7.188 8.336 4.449
C -0.109 3.091 7.480
C -0.313 1.999 6.461
O 0.728 2.145 5.492
C 0.924 1.255 4.495
O 0.231 0.263 4.281
O 2.099 1.628 3.983
C 2.643 0.794 2.981
H -0.798 2.920 8.308
H -0.267 4.088 7.070
H 0.861 3.047 7.975
H -1.215 2.011 5.851
H -0.137 0.996 6.850
H 2.911 1.365 2.093
H 2.084 -0.021 2.523
H 3.629 0.482 3.327
C 4.244 -5.408 -1.952
C 3.283 -4.650 -2.865
O 2.004 -4.988 -2.364
C 1.204 -5.903 -3.018
O 1.523 -6.475 -4.091
O 0.130 -6.088 -2.278
C -0.858 -7.090 -2.634
H 5.278 -5.110 -2.126
H 4.244 -6.483 -2.133
H 4.048 -5.192 -0.901
H 3.402 -4.979 -3.898
H 3.513 -3.588 -2.773
H -1.790 -6.605 -2.925
H -1.207 -7.709 -1.807
H -0.527 -7.798 -3.393
C -0.294 3.235 -3.355
C -1.594 3.935 -3.330
O -2.238 3.922 -2.087
C -3.367 4.593 -1.844
O -4.012 5.348 -2.553
O -3.711 4.224 -0.620
C -5.021 4.620 -0.083
H 0.076 3.171 -4.378
H -0.441 2.198 -3.055
H 0.391 3.768 -2.696
H -2.222 3.317 -3.973
H -1.443 4.873 -3.865
H -5.052 5.708 -0.013
H -5.147 4.332 0.961
H -5.898 4.330 -0.662
```

***

Most stable: w (next structure +0.1142 hartree)

***

w:
C3H13N2O | ωB97M-V with the def2-TZVPD basis set

Properties
**HOMO energy**: -13.2 eV
**Charge**: +1
**E_LUMO**: -3.341 eV

Structure (XYZ):
```
19
C3H13N2O (ωB97M-V with the def2-TZVPD basis set)
N -0.734 -0.313 0.960
C 0.719 -0.773 1.051
C 1.273 -0.999 -0.410
N 0.604 -0.017 -1.326
C 1.598 1.032 -1.678
H -1.315 -0.638 1.729
H -0.664 0.743 1.219
H -1.140 -0.499 0.077
H 1.240 0.000 1.612
H 0.743 -1.738 1.570
H 2.313 -0.912 -0.549
H 0.960 -2.104 -0.755
H 0.215 -0.366 -2.081
H 2.585 0.923 -1.160
H 1.060 2.002 -1.718
H 1.832 0.898 -2.757
H -2.692 1.314 0.374
H -3.434 0.683 1.882
O -2.791 0.806 1.168
```

***

x:
C3H13N2O | ωB97M-V with the def2-TZVPD basis set

Properties
**HOMO energy**: -14.2 eV
**Charge**: +1
**E_LUMO**: -2.896 eV

Structure (XYZ):
```
19
C3H13N2O (ωB97M-V with the def2-TZVPD basis set)
C -0.042 0.827 0.648
C 1.379 1.120 0.264
C 2.129 -0.212 0.095
N 1.370 -1.145 -0.781
N -0.856 0.388 -0.549
H -0.150 0.013 1.360
H -0.633 1.640 1.083
H 1.842 1.707 1.056
H 1.524 1.724 -0.638
H 2.146 -0.701 1.068
H 3.123 -0.038 -0.318
H 1.754 -2.066 -0.602
H -0.614 -0.613 -0.634
H 1.669 -1.026 -1.752
H -1.872 0.420 -0.406
H -0.699 0.810 -1.462
H -4.443 -0.620 1.093
H -3.928 -1.507 -0.023
O -3.697 -0.721 0.500
```

***

Most stable: x (next structure +0.0893 hartree)